[1]
Density functional theory data (ωB97M-V with the def2-TZVPD basis set) for a 5-piece molecular cluster, H9O5 overall at a distorted geometry.

Computed properties:
Energy relative to the best compared isomer or geometry (same formula, charge and spin), eV: 1.349
HOMO, eV: -4.307
Lowest unoccupied orbital energy, Ha: 0.1037
E, a.u.: -381.61327

The geometry in ORCA input format:
```
! RIJCOSX wB97M-V def2-TZVPD def2/J DEFGRID3
* xyz -1 1
O -1.805 1.707 1.021
H -2.433 2.086 1.631
O -3.340 1.049 -1.242
H -2.788 1.331 -1.959
H -2.870 1.109 -0.320
O -1.271 -0.568 1.621
H -2.136 -0.918 1.491
H -1.319 0.376 1.293
O 1.562 0.558 1.801
H 1.163 1.410 1.434
H 0.661 0.185 2.211
O 4.894 -2.858 -3.421
H 4.153 -2.417 -2.902
H 5.528 -3.050 -2.659
*
```


[2]
Density functional theory data (ωB97M-V with the def2-TZVPD basis set) for a 3-piece molecular cluster, C23H55FN2O14P3S overall at a distorted geometry.

Computed properties:
Energy relative to the best compared isomer or geometry (same formula, charge and spin), eV: 0.000
HOMO, eV: -11.988
Lowest unoccupied orbital energy, Ha: -0.1138
E, a.u.: -3594.27782

The geometry in ORCA input format:
```
! RIJCOSX wB97M-V def2-TZVPD def2/J DEFGRID3
* xyz 1 1
C 1.905 -6.609 0.315
C 2.976 -5.522 0.567
C 2.239 -4.215 0.835
N 3.056 -3.091 1.521
C 2.420 -1.799 0.955
C 2.607 -0.506 1.753
C 1.386 -0.116 2.592
C 0.052 -0.009 1.819
N -0.982 -0.867 2.398
C -2.350 -0.422 2.055
C -0.832 -2.209 1.931
C -1.171 -2.575 0.506
O -0.418 -3.056 2.678
C 2.856 -3.098 3.013
P 2.969 -4.719 3.870
O 4.276 -5.352 3.749
O 2.641 -4.347 5.392
O 1.760 -5.656 3.463
S 4.716 -3.046 0.954
O 4.701 -3.152 -0.457
O 5.351 -1.858 1.395
F 5.563 -4.179 1.518
H 1.459 -6.424 -0.663
H 1.097 -6.488 1.037
H 2.323 -7.607 0.382
H 3.616 -5.853 1.385
H 3.544 -5.435 -0.356
H 1.315 -4.349 1.394
H 1.942 -3.812 -0.133
H 1.359 -2.018 0.911
H 2.745 -1.646 -0.071
H 3.487 -0.485 2.395
H 2.784 0.294 1.033
H 1.602 0.862 3.025
H 1.232 -0.767 3.454
H -0.302 1.018 1.900
H 0.225 -0.167 0.741
H -3.040 -1.232 2.297
H -2.485 -0.184 0.995
H -2.609 0.418 2.695
H -1.053 -1.743 -0.189
H -0.514 -3.368 0.151
H -2.183 -2.977 0.445
H 1.838 -2.743 3.181
H 3.582 -2.439 3.489
H 2.926 -3.445 5.594
H 1.005 -5.464 4.045
O -1.898 6.802 0.765
P -3.133 6.047 1.042
O -2.968 5.316 2.481
C -2.246 5.934 3.550
C -3.181 6.579 4.553
O -3.064 4.781 0.033
C -2.146 4.756 -1.057
C -0.906 3.970 -0.686
O -4.728 6.036 0.953
C -5.513 6.935 1.756
C -5.090 8.380 1.607
H -1.530 6.666 3.174
H -1.675 5.142 4.039
H -3.699 7.433 4.111
H -2.623 6.939 5.418
H -3.935 5.870 4.894
H -1.888 5.763 -1.380
H -2.658 4.271 -1.890
H -0.472 4.330 0.247
H -0.151 4.038 -1.471
H -1.161 2.917 -0.537
H -5.482 6.611 2.799
H -6.543 6.818 1.423
H -4.048 8.525 1.912
H -5.716 9.025 2.223
H -5.175 8.700 0.568
O -0.594 0.260 -5.097
P 0.073 -0.823 -4.357
O 0.385 -2.034 -5.375
C 0.731 -1.793 -6.745
C 2.227 -1.895 -6.963
O -1.096 -1.462 -3.432
C -2.339 -0.779 -3.240
C -3.399 -1.317 -4.177
O 1.153 -1.195 -3.224
C 2.557 -0.966 -3.415
C 2.881 0.456 -3.819
H 0.364 -0.823 -7.083
H 0.222 -2.556 -7.333
H 2.754 -1.084 -6.453
H 2.463 -1.828 -8.025
H 2.613 -2.839 -6.578
H -2.215 0.296 -3.362
H -2.638 -0.955 -2.203
H -3.049 -1.310 -5.209
H -4.311 -0.722 -4.112
H -3.640 -2.351 -3.926
H 2.958 -1.686 -4.132
H 3.027 -1.190 -2.455
H 2.405 0.718 -4.769
H 3.957 0.585 -3.930
H 2.521 1.162 -3.068
*
```


[3]
Density functional theory data (ωB97M-V with the def2-TZVPD basis set) for C33H36As2NO7SW as an isolated structure.

Computed properties:
Energy relative to the best compared isomer or geometry (same formula, charge and spin), eV: 0.056
HOMO, eV: -11.156
Lowest unoccupied orbital energy, Ha: -0.1110
E, a.u.: -6797.22901

The geometry in ORCA input format:
```
! RIJCOSX wB97M-V def2-TZVPD def2/J DEFGRID3
* xyz 1 1
W -0.661 0.504 0.341
O 1.090 -2.305 1.621
C 2.382 -1.920 1.148
C 2.230 -0.487 0.617
O 3.078 0.350 0.599
O 1.031 -0.290 0.022
C 3.399 -1.931 2.279
C 4.718 -2.315 2.065
C 5.628 -2.298 3.112
C 5.228 -1.900 4.378
C 3.915 -1.508 4.595
C 3.004 -1.516 3.549
C 2.778 -2.812 -0.034
C 3.320 -2.309 -1.209
C 3.632 -3.162 -2.263
C 3.410 -4.524 -2.146
C 2.883 -5.034 -0.965
C 2.572 -4.183 0.082
H 1.218 -2.852 2.404
H 5.038 -2.632 1.082
H 6.651 -2.602 2.936
H 5.937 -1.894 5.195
H 3.597 -1.190 5.579
H 1.987 -1.184 3.719
H 3.524 -1.250 -1.313
H 4.056 -2.757 -3.172
H 3.653 -5.188 -2.964
H 2.717 -6.098 -0.859
H 2.160 -4.594 0.995
C 1.930 7.173 2.570
C 1.347 5.794 2.673
C 1.803 4.769 1.841
C 1.269 3.496 1.904
C 0.259 3.245 2.829
C -0.195 4.236 3.688
C 0.344 5.508 3.595
S -0.464 1.661 2.940
O 0.462 0.695 2.273
O -0.868 1.427 4.281
N -1.604 1.523 1.827
C -2.805 2.303 1.678
C -3.303 1.965 0.281
O -4.315 2.370 -0.202
O -2.452 1.141 -0.361
H 2.994 7.135 2.338
H 1.797 7.729 3.496
H 1.438 7.732 1.772
H 2.613 4.968 1.150
H 1.671 2.705 1.281
H -0.954 4.009 4.425
H -0.009 6.287 4.258
H -2.609 3.378 1.732
H -3.566 2.048 2.415
C -0.500 -2.993 -1.220
As -1.560 -1.384 -1.122
C -3.319 -1.988 -0.614
C -1.739 -0.829 -2.973
C -2.379 -1.620 -3.922
C -2.472 -1.186 -5.235
C -1.929 0.037 -5.607
C -1.285 0.826 -4.666
C -1.190 0.390 -3.349
As -0.273 1.427 -1.999
C 1.564 1.423 -2.584
C -0.907 3.241 -2.251
H 0.477 -2.754 -1.638
H -1.008 -3.718 -1.854
H -0.363 -3.388 -0.215
H -3.745 -2.608 -1.400
H -3.955 -1.121 -0.453
H -3.235 -2.567 0.304
H -2.811 -2.575 -3.645
H -2.974 -1.801 -5.971
H -2.008 0.375 -6.632
H -0.866 1.780 -4.964
H 1.634 1.891 -3.565
H 1.906 0.391 -2.638
H 2.179 1.956 -1.862
H -1.880 3.215 -2.737
H -0.198 3.799 -2.861
H -1.006 3.726 -1.282
*
```


[4]
Density functional theory data (ωB97M-V with the def2-TZVPD basis set) for a 2-piece molecular cluster, C9H15N2 overall at a distorted geometry.

Computed properties:
Energy relative to the best compared isomer or geometry (same formula, charge and spin), eV: 3.779
HOMO (alpha / beta), eV: -9.575 / -13.318
Lowest unoccupied orbital energy (alpha / beta), Ha: -0.0918 / -0.2784
E, a.u.: -460.89944

The geometry in ORCA input format:
```
! RIJCOSX wB97M-V def2-TZVPD def2/J DEFGRID3
* xyz 1 3
C -2.451 -0.373 -0.473
C -1.707 -0.283 -1.415
C 0.708 2.186 0.217
C 0.964 -0.219 0.996
C 1.874 0.396 -1.269
C 1.377 1.283 1.112
C 1.965 1.630 -0.290
C -3.145 -0.504 0.736
C 0.640 -1.638 -0.934
N 0.065 -2.590 -0.223
N 1.048 -0.511 -0.455
H -0.247 1.738 -0.267
H 0.506 3.284 0.462
H 1.495 -1.074 1.540
H -0.049 -0.254 1.342
H 1.440 0.645 -2.248
H 2.942 -0.185 -1.415
H 1.869 1.688 2.072
H 2.755 2.378 -0.394
H -3.714 0.423 1.015
H -2.604 -0.882 1.597
H -3.851 -1.240 0.504
H 0.882 -1.795 -1.952
H -0.322 -3.436 -0.476
H -0.187 -2.273 0.668
H -1.306 -0.013 -2.297
*
```


[5]
Density functional theory data (ωB97M-V with the def2-TZVPD basis set) for C7H12BeO5 as an isolated structure at a distorted geometry.

Computed properties:
HOMO, eV: -7.059
Lowest unoccupied orbital energy, Ha: -0.0455
E, a.u.: -664.79660

The geometry in ORCA input format:
```
! RIJCOSX wB97M-V def2-TZVPD def2/J DEFGRID3
* xyz 0 1
O -2.146 -2.384 -0.806
C -1.117 -3.170 -0.847
C 0.137 -2.748 -0.447
O 0.270 -1.356 -0.402
C 1.464 -0.708 -0.831
C 1.559 0.665 -0.196
O 1.771 0.595 1.189
C 1.059 1.511 1.985
H -1.255 -4.232 -1.097
H 1.046 -3.305 -0.680
H 1.438 -0.626 -1.929
H 2.329 -1.323 -0.547
H 2.443 1.161 -0.621
H 0.688 1.302 -0.434
H 1.775 1.969 2.678
H 0.600 2.297 1.362
H 0.307 0.984 2.595
O -1.119 0.461 -1.588
C -1.440 1.502 -0.963
C -1.624 1.471 0.489
O -1.325 0.287 1.080
Be -1.154 -0.549 -0.217
H -1.544 2.461 -1.502
H -1.055 2.338 0.892
H -3.107 1.395 0.838
*
```


[6]
Density functional theory data (ωB97M-V with the def2-TZVPD basis set) for C6H17N3Si3 as an isolated structure at a distorted geometry.

Computed properties:
Energy relative to the best compared isomer or geometry (same formula, charge and spin), eV: 0.000
HOMO, eV: -8.514
Lowest unoccupied orbital energy, Ha: 0.0088
E, a.u.: -1271.57509

The geometry in ORCA input format:
```
! RIJCOSX wB97M-V def2-TZVPD def2/J DEFGRID3
* xyz 0 1
C 0.830 0.249 2.672
C 3.796 0.350 -0.933
C 1.499 -0.358 1.701
C 2.459 0.350 -1.259
C -0.195 2.152 -1.265
C -2.873 1.240 0.696
N -1.772 -1.381 0.401
N 0.651 -2.306 -0.801
N -0.443 0.876 -0.494
Si -0.955 -2.682 -0.400
Si -1.951 0.021 -0.442
Si 1.051 -0.020 -0.127
H 1.214 0.243 3.739
H 0.201 1.060 2.436
H 4.562 0.263 -1.644
H 4.140 0.341 0.105
H 2.273 -1.026 2.058
H 2.202 0.266 -2.331
H -0.717 2.026 -2.211
H -0.556 2.976 -0.622
H 0.921 2.330 -1.381
H -2.229 1.580 1.462
H -3.170 2.082 0.052
H -3.844 0.827 1.038
H -2.461 -1.764 1.035
H 1.277 -3.033 -0.526
H -1.496 -3.668 0.477
H -1.731 -2.981 -1.680
H -2.685 -0.012 -1.754
*
```


[7]
Density functional theory data (ωB97M-V with the def2-TZVPD basis set) for a 2-piece molecular cluster, C3H8OS overall at a distorted geometry.

Computed properties:
Energy relative to the best compared isomer or geometry (same formula, charge and spin), eV: 1.875
SMILES: OCC=S.C
HOMO, eV: -8.735
Lowest unoccupied orbital energy, Ha: -0.0097
E, a.u.: -592.44913

The geometry in ORCA input format:
```
! RIJCOSX wB97M-V def2-TZVPD def2/J DEFGRID3
* xyz 0 1
C -0.463 1.473 1.935
C 0.360 -1.372 -0.950
C -0.426 -0.217 -1.361
O 1.738 -1.407 -1.105
S 0.283 1.204 -1.698
H -0.510 0.911 1.017
H 0.033 2.378 1.925
H -0.030 0.828 2.673
H -0.195 -2.290 -1.461
H 0.256 -1.371 0.223
H -1.454 -0.146 -1.158
H -1.548 1.624 2.063
H 1.956 -1.615 -2.103
*
```


[8]
Density functional theory data (ωB97M-V with the def2-TZVPD basis set) for the molecule C9H18BN3O5 at a distorted geometry.

Computed properties:
SMILES: CCCCN(B(N)O)C(=O)ON(C(C)=O)C(C)=O
HOMO, eV: -9.535
Lowest unoccupied orbital energy, Ha: 0.0160
E, a.u.: -919.12663

The geometry in ORCA input format:
```
! RIJCOSX wB97M-V def2-TZVPD def2/J DEFGRID3
* xyz 0 1
C 5.013 -0.179 0.418
C 3.889 0.759 0.870
C 2.603 0.016 1.236
C 1.849 -0.575 0.036
N 0.783 0.346 -0.448
B 1.079 1.206 -1.588
N -0.018 1.895 -2.228
O 2.406 1.400 -1.947
C -0.434 -0.341 -0.659
O -0.656 -1.192 -1.464
O -1.335 0.099 0.271
N -2.640 -0.387 0.018
C -2.980 -1.405 0.994
C -3.836 -2.510 0.437
O -2.571 -1.365 2.116
C -3.520 0.756 -0.133
C -4.517 0.978 0.970
O -3.401 1.452 -1.097
H 4.625 -1.058 -0.100
H 5.698 0.319 -0.269
H 5.601 -0.526 1.271
H 3.682 1.496 0.094
H 4.227 1.308 1.753
H 2.852 -0.799 1.923
H 1.912 0.687 1.748
H 2.530 -0.819 -0.782
H 1.372 -1.508 0.340
H -0.677 1.352 -2.771
H 0.287 2.686 -2.780
H 2.555 1.199 -2.874
H -3.274 -3.439 0.536
H -4.759 -2.593 1.011
H -4.059 -2.350 -0.615
H -5.024 1.922 0.785
H -5.253 0.170 0.996
H -4.007 1.000 1.933
*
```


Which of these has the lowest E?
C33H36As2NO7SW